# 1
16
Properties=species:S:1:pos:R:3:lowdin_charge:R:1 method="wB97M-V/def2-TZVPD" homo_energy_ev=-2.3 smiles=CCNCC[S-] charge=-1
C 0.933 -0.603 1.691 -0.34
N 1.147 -0.664 0.262 -0.10
C 0.445 0.396 -0.489 -0.35
C -0.982 0.019 -0.914 -0.83
S -1.808 1.371 -1.799 0.05
C 1.759 -1.670 2.387 -0.12
H 1.223 0.369 2.079 0.10
H -0.126 -0.750 1.950 0.10
H 0.837 -1.573 -0.058 0.09
H 1.020 0.730 -1.352 0.08
H 0.351 1.253 0.180 0.08
H -1.508 -0.271 -0.006 0.02
H -0.916 -0.875 -1.555 0.03
H 1.608 -2.642 1.906 0.06
H 2.817 -1.418 2.318 0.06
H 1.495 -1.800 3.440 0.06



# 2
92
Properties=species:S:1:pos:R:3:lowdin_charge:R:1 method="wB97M-V/def2-TZVPD" spin_multiplicity=5 homo_energy_ev="-10.7 / -11.0" charge=+1
Ir -0.148 -1.704 -0.071 1.22
C 4.270 -0.814 -0.058 -0.02
C 3.841 -1.900 -0.996 -0.19
C 4.641 -2.225 -2.085 -0.03
C 4.284 -3.234 -2.962 -0.06
C 3.115 -3.948 -2.748 -0.05
C 2.287 -3.660 -1.669 -0.22
C 1.088 -4.542 -1.438 -0.04
C 2.654 -2.619 -0.814 -0.20
N 1.743 -2.253 0.230 -0.09
C 2.090 -2.522 1.541 -0.43
O 3.142 -2.952 1.948 0.13
C 0.918 -2.313 2.484 -0.15
C 0.869 -2.526 3.852 0.04
C -0.347 -2.340 4.499 0.00
C -1.496 -1.977 3.793 0.05
C -1.390 -1.819 2.427 -0.15
N -0.195 -1.971 1.860 -0.04
C -2.517 -1.599 1.430 -0.44
O -3.605 -1.220 1.771 0.13
N -2.098 -1.885 0.118 -0.08
C -2.992 -2.271 -0.913 -0.18
C -4.166 -3.010 -0.671 -0.18
C -4.537 -3.615 0.653 -0.03
C -4.985 -3.304 -1.757 -0.03
C -4.643 -2.962 -3.050 -0.06
C -3.414 -2.368 -3.287 -0.04
C -2.577 -2.032 -2.233 -0.21
C -1.240 -1.447 -2.607 -0.04
H 5.050 -0.207 -0.514 0.09
H 4.652 -1.231 0.873 0.09
H 3.433 -0.157 0.186 0.05
H 5.555 -1.667 -2.243 0.12
H 4.916 -3.468 -3.807 0.11
H 2.841 -4.752 -3.419 0.11
H 0.691 -4.902 -2.385 0.08
H 0.268 -4.055 -0.901 0.03
H 1.368 -5.415 -0.845 0.10
H 1.766 -2.833 4.370 0.14
H -0.409 -2.493 5.567 0.13
H -2.455 -1.844 4.274 0.14
H -3.657 -3.923 1.219 0.08
H -5.139 -4.505 0.478 0.09
H -5.107 -2.929 1.276 0.09
H -5.895 -3.860 -1.575 0.12
H -5.294 -3.215 -3.874 0.11
H -3.089 -2.180 -4.302 0.12
H -0.897 -1.838 -3.564 0.11
H -0.366 -1.737 -1.955 0.01
H -1.245 -0.362 -2.655 0.05
C 1.425 0.833 3.950 -0.01
O 1.361 0.719 2.514 -0.11
C 2.126 1.613 1.856 -0.57
O 2.944 2.332 2.377 0.13
C 1.799 1.671 0.429 -0.30
C 2.210 2.822 -0.318 -0.31
As 1.420 4.441 0.385 1.40
C 0.872 5.481 -1.177 -0.26
C -0.337 3.700 0.940 -0.25
C -0.820 2.454 0.970 -0.25
As 0.047 1.011 -0.061 1.30
C -0.160 1.735 -1.851 -0.24
C -1.876 1.993 1.940 -0.55
O -1.599 1.857 3.100 0.15
O -3.061 1.602 1.472 -0.02
C -3.389 1.817 0.103 -0.03
C -1.088 4.813 1.611 -0.53
O -0.565 5.861 1.893 0.09
O -2.374 4.521 1.791 -0.04
C -3.146 5.516 2.494 0.01
C 2.972 2.713 -1.555 -0.55
O 3.108 1.670 -2.160 0.10
O 3.482 3.890 -1.941 -0.06
C 4.248 3.857 -3.156 -0.02
H 0.515 0.372 4.320 0.08
H 1.454 1.882 4.236 0.11
H 2.312 0.321 4.319 0.11
H 1.763 5.954 -1.584 0.03
H 0.192 6.248 -0.810 0.03
H 0.386 4.890 -1.950 0.03
H 0.179 2.766 -1.856 0.01
H -1.218 1.711 -2.109 0.03
H 0.430 1.154 -2.556 0.04
H -4.470 1.729 0.041 0.11
H -2.944 1.036 -0.525 0.07
H -3.078 2.809 -0.225 0.10
H -4.175 5.176 2.436 0.10
H -3.023 6.486 2.019 0.10
H -2.813 5.565 3.528 0.11
H 4.534 4.886 -3.345 0.10
H 3.645 3.463 -3.972 0.10
H 5.129 3.232 -3.021 0.10



# 3
16
Properties=species:S:1:pos:R:3:lowdin_charge:R:1 method="wB97M-V/def2-TZVPD" homo_energy_ev=-10.2 smiles="CCCC=O.O"
O 1.247 -0.885 0.944 0.01
C 0.373 -1.487 0.302 -0.20
C -0.913 -0.826 -0.235 -0.20
C -1.228 0.542 0.217 -0.26
C -2.753 1.128 -0.096 -0.06
H 0.472 -2.536 0.017 0.11
H -0.779 -0.749 -1.359 0.14
H -1.741 -1.498 -0.098 0.10
H -0.920 0.629 1.215 0.08
H -0.535 1.248 -0.201 0.09
H -2.776 2.124 0.437 0.07
H -3.484 0.422 0.366 0.07
H -2.736 1.361 -1.186 0.07
H 2.060 0.984 -0.440 0.07
H 3.615 0.893 -0.208 0.00
O 2.995 1.009 -0.903 -0.10



# 4
22
Properties=species:S:1:pos:R:3:lowdin_charge:R:1 method="wB97M-V/def2-TZVPD" homo_energy_ev="-13.0 / -12.3" charge=+1
C 0.042 0.910 1.612 0.01
C -1.913 -1.470 -0.117 -0.17
C 0.397 -0.290 1.465 0.09
C 0.300 -1.505 0.906 -0.25
C -0.573 1.909 0.526 -0.06
C 1.466 -2.502 0.816 0.02
C 0.834 1.749 -1.460 0.00
N -1.951 -0.357 -0.826 0.11
N -0.962 -1.919 0.588 0.18
N -0.362 1.366 -0.744 -0.16
N -1.026 0.339 -1.328 0.07
H 0.092 1.305 2.520 0.08
H -2.814 -1.951 -0.100 0.11
H -1.669 1.896 0.682 0.16
H 0.048 2.741 0.638 0.11
H 1.964 -2.527 1.709 0.06
H 2.195 -2.331 0.037 0.09
H 1.092 -3.414 0.413 0.08
H 0.549 2.458 -2.355 0.15
H 1.552 2.434 -0.970 0.12
H 1.273 0.904 -1.865 0.07
H -0.534 0.255 -2.147 0.14



# 5
108
Properties=species:S:1:pos:R:3:lowdin_charge:R:1 method="wB97M-V/def2-TZVPD" homo_energy_ev=-9.4 smiles="NNC(=O)OCCC(=O)O.CCOC(=O)OC.CCOC(=O)OC.CCOC(=O)OC.CCOC(=O)OC.CCOC(=O)OC.CCOC(=O)OC"
N 2.119 0.812 1.511 0.06
N 2.353 1.871 0.562 0.04
C 1.379 2.786 0.273 -0.55
O 1.464 3.544 -0.673 0.08
O 0.336 2.814 1.153 -0.01
C -0.949 2.709 0.523 -0.13
C -1.481 1.276 0.640 -0.04
C -1.269 0.402 -0.580 -0.49
O -0.880 -0.728 -0.481 0.11
O -1.594 0.919 -1.798 0.11
H 2.642 0.008 1.180 0.08
H 1.143 0.537 1.485 0.05
H 2.794 1.560 -0.296 0.14
H -0.879 3.053 -0.510 0.11
H -1.619 3.398 1.043 0.13
H -0.937 0.797 1.457 0.12
H -2.536 1.262 0.926 0.14
H -1.118 1.742 -1.978 0.10
C 0.594 5.770 -3.466 -0.06
C 1.012 4.348 -3.763 -0.21
O 0.382 3.836 -4.955 0.03
C 0.910 4.249 -6.104 -0.62
O 1.865 4.969 -6.235 0.12
O 0.201 3.713 -7.101 0.00
C 0.627 4.111 -8.407 -0.04
H -0.493 5.844 -3.414 0.08
H 1.014 6.082 -2.510 0.08
H 0.944 6.452 -4.240 0.08
H 0.688 3.686 -2.965 0.09
H 2.094 4.257 -3.852 0.13
H 1.690 3.924 -8.542 0.09
H 0.417 5.167 -8.568 0.10
H 0.052 3.511 -9.105 0.09
C -7.060 -1.471 4.096 -0.07
C -7.389 -2.332 2.896 -0.21
O -6.611 -1.966 1.746 0.03
C -5.353 -2.412 1.744 -0.61
O -4.846 -3.103 2.589 0.12
O -4.758 -1.966 0.640 0.01
C -3.371 -2.316 0.529 -0.03
H -7.175 -0.415 3.849 0.08
H -7.730 -1.710 4.922 0.08
H -6.035 -1.635 4.426 0.08
H -8.422 -2.184 2.589 0.12
H -7.245 -3.390 3.111 0.12
H -3.234 -3.389 0.645 0.10
H -2.785 -1.790 1.280 0.09
H -3.060 -2.015 -0.464 0.09
C 0.103 -2.312 6.180 -0.06
C 1.271 -1.723 5.420 -0.21
O 1.656 -2.547 4.306 0.04
C 0.879 -2.447 3.231 -0.62
O -0.072 -1.716 3.106 0.11
O 1.349 -3.273 2.295 0.00
C 0.553 -3.310 1.104 -0.02
H 0.329 -3.333 6.491 0.08
H -0.102 -1.714 7.068 0.08
H -0.794 -2.333 5.564 0.08
H 2.158 -1.679 6.049 0.12
H 1.054 -0.715 5.067 0.12
H 0.387 -2.308 0.716 0.06
H -0.404 -3.789 1.307 0.10
H 1.106 -3.898 0.375 0.09
C -4.804 6.728 5.634 -0.06
C -4.885 5.710 4.517 -0.21
O -3.981 6.020 3.443 0.03
C -2.706 5.704 3.662 -0.62
O -2.266 5.161 4.642 0.13
O -1.997 6.082 2.599 0.00
C -0.589 5.847 2.710 -0.03
H -4.968 7.733 5.244 0.08
H -5.564 6.517 6.386 0.08
H -3.828 6.703 6.115 0.08
H -5.871 5.720 4.058 0.12
H -4.687 4.701 4.879 0.12
H -0.386 4.809 2.960 0.09
H -0.152 6.503 3.461 0.10
H -0.166 6.075 1.735 0.10
C 2.540 -0.849 -5.690 -0.06
C 2.943 0.391 -4.924 -0.20
O 3.167 0.109 -3.530 0.03
C 4.333 -0.464 -3.238 -0.61
O 5.214 -0.733 -4.009 0.13
O 4.365 -0.664 -1.917 -0.01
C 5.546 -1.317 -1.439 -0.03
H 1.671 -1.317 -5.226 0.08
H 2.288 -0.585 -6.717 0.08
H 3.350 -1.577 -5.710 0.08
H 2.140 1.126 -4.930 0.12
H 3.833 0.855 -5.346 0.13
H 6.439 -0.801 -1.781 0.10
H 5.564 -2.353 -1.773 0.10
H 5.489 -1.283 -0.354 0.09
C 3.139 -8.233 -3.476 -0.06
C 2.350 -8.535 -2.221 -0.21
O 3.149 -8.383 -1.036 0.04
C 3.340 -7.130 -0.632 -0.61
O 2.884 -6.140 -1.146 0.11
O 4.116 -7.156 0.450 0.01
C 4.457 -5.863 0.956 -0.03
H 4.040 -8.846 -3.514 0.08
H 2.534 -8.447 -4.357 0.08
H 3.435 -7.186 -3.509 0.07
H 2.033 -9.576 -2.207 0.12
H 1.463 -7.907 -2.144 0.12
H 3.566 -5.264 1.131 0.09
H 5.118 -5.351 0.258 0.10
H 4.979 -6.019 1.895 0.10



Number 1: electronic energy -611.3643 Eh. Number 2: electronic energy -6925.5612 Eh. Number 3: electronic energy -308.8397 Eh. Number 4: electronic energy -491.8270 Eh. Number 5: electronic energy -2865.3552 Eh.